{
  "formula": "C6H5O3",
  "method": "the ωB97M-V functional and the def2-TZVPD basis",
  "species": ["C", "C", "C", "C", "C", "C", "O", "O", "O", "H", "H", "H", "H", "H"],
  "positions_angstrom": [[0.327772, 1.027712, 0.230468], [-0.963141, 1.525202, 0.227952], [0.622148, -0.276165, 0.058446], [-0.806898, -1.180720, -0.152251], [-2.087533, 0.843423, -0.017933], [1.984565, -0.966258, -0.046242], [-0.675861, -2.395660, -0.308896], [-3.299298, 1.207875, -0.093591], [-1.911092, -0.579347, -0.162671], [1.040572, 1.884038, 0.349971], [-1.131199, 2.607618, 0.033013], [2.794326, -0.578611, -0.703061], [1.873488, -2.003777, -0.412989], [2.232153, -1.115332, 0.997789]],
  "forces_ev_per_angstrom": [[1.62, 0.49, -0.09], [-0.44, 3.26, -0.50], [-2.53, -1.36, -1.24], [7.22, -1.09, 0.16], [-4.17, -0.45, -0.02], [-1.19, -0.95, 0.04], [-0.67, 0.80, 0.11], [2.50, -0.80, -0.09], [-2.85, 1.02, 0.04], [0.13, -1.25, -0.15], [0.35, -0.70, 0.74], [-0.64, 0.54, 0.76], [-0.45, 0.41, 0.07], [1.14, 0.10, 0.16]],
  "lowdin_charge": [-0.15, -0.14, -0.16, -0.46, -0.49, -0.10, 0.00, -0.06, 0.14, 0.11, 0.11, 0.07, 0.06, 0.05],
  "lumo_energy_ev": 3.893,
  "total_energy_ha": -457.3742,
  "smiles": "Cc1ccc([O-])oc1=O",
  "total_charge": -1
}



{
  "formula": "C4H31NO12",
  "method": "the ωB97M-V functional and the def2-TZVPD basis",
  "species": ["C", "O", "C", "C", "C", "O", "N", "H", "H", "H", "H", "H", "H", "H", "H", "H", "H", "H", "H", "H", "O", "H", "H", "O", "H", "H", "O", "H", "H", "O", "H", "H", "O", "H", "H", "O", "H", "H", "O", "H", "H", "O", "H", "H", "O", "H", "H", "O"],
  "positions_angstrom": [[-1.029755, 0.412782, -2.080103], [-1.596466, 1.434059, -2.877213], [-1.307578, 0.399208, -0.515852], [-0.158434, -0.038438, 0.429987], [-0.979195, -0.927235, 1.466031], [-1.389979, -0.178450, 2.626279], [-1.670800, 1.784915, -0.078855], [-1.418217, -0.675000, -2.350137], [0.090912, 0.587672, -2.317630], [-2.491250, 1.693434, -2.680685], [-2.158648, -0.224199, -0.418528], [0.333778, 0.703381, 1.003785], [0.708546, -0.748508, 0.016573], [-0.259851, -1.633752, 2.009029], [-1.849157, -1.515771, 1.022195], [-2.464984, 2.056439, -0.517303], [-1.688388, 0.706645, 2.433061], [-0.905128, 2.434128, -0.135493], [2.039658, 1.646369, 1.856158], [1.802037, 0.104297, 2.548895], [2.282227, 0.855234, 2.336079], [3.362005, -0.950972, -1.334084], [3.359526, -0.143802, -2.652184], [3.831562, -0.375664, -1.930312], [3.376467, 3.813499, -0.851932], [3.475436, 2.222042, -0.870164], [3.036530, 2.995939, -0.556200], [1.346045, -1.756604, -1.684225], [1.743777, -2.138239, -3.070170], [0.975346, -1.789000, -2.618026], [-0.001624, -4.330449, 1.706421], [-0.064131, -3.813677, 0.266136], [0.378139, -4.464982, 0.775737], [-2.196863, 3.877828, 1.719291], [-0.664144, 3.799197, 1.783774], [-1.379744, 4.357427, 1.904227], [-3.410078, -1.586203, 2.355726], [-4.567515, -0.500591, 2.023364], [-4.174087, -1.335727, 1.788488], [-0.533668, -3.009615, -2.129980], [-1.908328, -3.137908, -2.260910], [-1.257893, -3.206329, -1.562912], [0.829312, 3.968551, 1.006925], [1.610868, 3.038707, 0.196198], [0.803265, 2.986590, 0.762846], [2.610605, -2.054524, 0.930111], [1.429198, -2.954149, 0.433056], [2.100680, -2.388535, 0.092511]],
  "forces_ev_per_angstrom": [[1.26, -1.86, 0.15], [0.31, 0.00, -0.07], [1.80, 3.75, -1.50], [-1.10, -4.37, -0.72], [1.78, -0.50, 1.43], [-0.19, -0.65, 0.09], [1.86, -2.51, 2.18], [1.14, 2.17, -0.29], [-1.79, -0.93, 0.56], [-0.52, -0.30, 0.40], [-0.80, -0.49, 0.48], [0.04, 1.03, 0.04], [-2.21, 1.72, 0.41], [-0.84, 0.32, -1.10], [1.30, 0.83, 0.34], [-2.65, 1.41, -1.61], [-0.17, 0.41, -0.73], [0.07, 0.08, -0.30], [-1.44, -0.51, -0.03], [-2.35, -1.07, -0.03], [3.82, 1.61, 0.25], [-0.56, -0.25, -0.01], [-2.77, 0.80, -3.35], [3.28, -0.43, 3.47], [1.02, 0.88, -0.82], [0.82, -0.56, -0.61], [-1.35, -0.38, 1.12], [-0.86, -0.02, -1.15], [0.16, -0.27, -0.55], [0.92, -0.06, 1.65], [0.77, -0.41, -2.01], [-1.47, 0.70, -1.17], [0.06, -0.38, 3.06], [0.52, -0.17, -0.05], [1.45, -2.19, -0.29], [-2.39, 2.26, 0.57], [-1.04, 1.05, -0.26], [0.36, 0.30, 0.60], [0.57, -1.27, -0.28], [2.06, 0.50, -0.38], [-1.14, -0.20, 0.26], [-0.84, -0.24, 0.28], [-0.33, -1.78, -0.21], [-0.17, -0.83, -0.16], [0.88, 2.81, 0.44], [-1.43, -0.91, -2.40], [-0.70, -1.30, 0.70], [2.88, 2.20, 1.59]],
  "lowdin_charge": [-0.22, -0.07, -0.32, -0.10, -0.25, -0.09, 0.07, 0.12, 0.13, 0.07, 0.10, 0.05, 0.12, 0.11, 0.10, 0.02, 0.07, 0.05, 0.01, -0.01, -0.03, 0.01, -0.03, 0.01, 0.06, 0.05, 0.02, 0.03, 0.05, -0.07, 0.10, -0.03, -0.05, 0.04, -0.06, -0.03, 0.04, 0.03, -0.07, -0.02, 0.05, -0.04, 0.10, 0.00, -0.11, 0.13, -0.03, -0.09],
  "lumo_energy_ev": 0.071,
  "total_energy_ha": -1128.5113,
  "smiles": "N[C@@H](CO)CCO.O.O.O.O.O.O.O.O.O.O"
}



{
  "formula": "C26H30CaN5O2",
  "method": "the ωB97M-V functional and the def2-TZVPD basis",
  "species": ["Ca", "C", "C", "C", "N", "C", "C", "C", "C", "C", "C", "C", "N", "C", "C", "C", "N", "C", "C", "C", "C", "C", "C", "C", "N", "C", "C", "H", "H", "H", "H", "H", "H", "H", "H", "H", "H", "H", "H", "H", "H", "H", "H", "H", "H", "H", "H", "H", "H", "H", "H", "H", "H", "O", "C", "C", "C", "C", "O", "N", "H", "H", "H", "H"],
  "positions_angstrom": [[-0.040598, -0.059949, 0.474146], [-2.054608, 3.487288, -0.473899], [-0.743650, 3.357111, 0.323680], [0.562218, 3.125202, -0.469821], [1.161338, 1.846325, -0.121992], [2.343565, 1.553305, -0.609268], [3.043709, 2.342299, -1.564388], [4.381795, 2.341083, -1.947619], [5.476531, 1.670659, -1.436517], [5.407471, 0.733590, -0.395126], [4.322874, 0.121060, 0.172521], [2.922439, 0.207918, -0.178412], [2.083742, -0.770370, -0.031676], [2.550638, -2.105835, 0.338592], [1.625038, -3.204615, -0.208885], [0.213483, -3.308856, 0.397032], [-0.658219, -2.213748, -0.010468], [-1.474177, -2.341718, -1.014369], [-1.560010, -3.500798, -1.857276], [-2.590785, -3.957094, -2.652695], [-3.862312, -3.441085, -2.885716], [-4.295031, -2.194769, -2.443833], [-3.608818, -1.167678, -1.829353], [-2.239198, -1.079343, -1.408461], [-1.584844, 0.043543, -1.270155], [-2.145664, 1.268593, -1.830892], [-2.816801, 2.193236, -0.790994], [-1.850625, 4.021214, -1.411617], [-2.726986, 4.136945, 0.092786], [-0.867527, 2.567136, 1.072734], [-0.620149, 4.266067, 0.917494], [1.274639, 3.936715, -0.275706], [0.347694, 3.188862, -1.546726], [2.428105, 3.076190, -2.069059], [4.604041, 3.044324, -2.746776], [6.453263, 1.921189, -1.830692], [6.364661, 0.414937, 0.011412], [4.531510, -0.592767, 0.960135], [2.600342, -2.182021, 1.432655], [3.562128, -2.276332, -0.040954], [2.130238, -4.160679, -0.035044], [1.539193, -3.085533, -1.293959], [0.309370, -3.268488, 1.487684], [-0.223710, -4.281540, 0.159366], [-0.685726, -4.138781, -1.824000], [-2.377885, -4.903531, -3.144270], [-4.554023, -4.045374, -3.458919], [-5.335503, -1.962881, -2.659752], [-4.179354, -0.263965, -1.653839], [-2.841964, 1.035534, -2.639528], [-1.315440, 1.811696, -2.292174], [-2.983002, 1.637943, 0.136830], [-3.808821, 2.469897, -1.160417], [1.576348, -0.767516, 3.784848], [0.464428, -0.269871, 3.847631], [-0.206591, 0.131239, 5.158435], [-1.600104, 0.569494, 4.731939], [-1.547136, 0.488852, 3.211835], [-2.466693, 0.830503, 2.474609], [-0.348709, -0.000085, 2.768653], [0.383549, 0.930862, 5.608065], [-0.182772, -0.713816, 5.845654], [-1.874395, 1.582384, 5.025384], [-2.392515, -0.094153, 5.081128]],
  "forces_ev_per_angstrom": [[-0.47, 0.52, 0.41], [0.07, 0.04, -0.12], [-0.03, 0.01, 0.10], [-0.13, -0.20, 0.06], [0.37, 0.21, -0.45], [0.29, -0.38, 0.09], [0.06, -0.04, 0.15], [-0.13, 0.11, -0.08], [-0.17, -0.11, 0.14], [0.16, 0.04, 0.01], [-0.23, -0.02, -0.15], [0.07, 0.36, -0.02], [0.51, -0.11, -0.06], [-0.27, 0.21, -0.05], [0.04, -0.03, -0.07], [0.01, 0.30, 0.05], [-0.06, -0.51, -0.26], [-0.15, 0.24, -0.23], [-0.10, 0.13, 0.10], [0.05, -0.09, -0.03], [0.15, 0.08, 0.09], [-0.12, 0.07, 0.02], [0.20, -0.10, -0.01], [0.06, -0.35, -0.03], [-0.38, -0.17, -0.33], [0.14, -0.06, 0.16], [0.03, -0.02, 0.03], [0.00, 0.00, 0.02], [-0.03, -0.03, 0.03], [0.04, -0.02, -0.04], [-0.02, 0.05, -0.04], [0.01, 0.03, 0.06], [-0.02, -0.07, -0.01], [0.01, 0.00, -0.03], [0.01, 0.00, 0.00], [0.00, -0.01, 0.01], [0.01, 0.01, -0.01], [0.01, -0.02, -0.01], [-0.02, 0.02, 0.02], [0.04, -0.06, -0.07], [0.00, -0.01, 0.00], [0.00, 0.02, 0.01], [-0.02, 0.05, 0.01], [0.02, -0.08, -0.04], [-0.01, 0.00, -0.02], [-0.02, -0.01, -0.01], [-0.01, 0.01, 0.00], [0.00, 0.00, 0.00], [-0.02, 0.01, -0.01], [-0.06, -0.01, -0.03], [0.04, -0.02, 0.01], [0.04, -0.01, -0.01], [-0.01, 0.04, 0.00], [-0.04, 0.03, 0.00], [-0.10, -0.07, -0.50], [-0.04, 0.04, 0.07], [-0.05, -0.04, 0.08], [0.33, -0.05, -0.39], [0.08, 0.00, 0.01], [-0.17, 0.08, 1.35], [-0.02, 0.01, 0.01], [-0.03, -0.01, 0.00], [0.03, 0.01, 0.01], [0.01, 0.00, 0.02]],
  "lowdin_charge": [1.36, -0.21, -0.18, -0.25, -0.10, -0.26, -0.05, -0.13, -0.15, -0.12, -0.05, -0.24, -0.07, -0.23, -0.18, -0.24, -0.09, -0.24, -0.05, -0.13, -0.16, -0.13, -0.05, -0.24, -0.08, -0.23, -0.18, 0.10, 0.10, 0.08, 0.10, 0.11, 0.10, 0.08, 0.09, 0.08, 0.09, 0.10, 0.12, 0.10, 0.10, 0.11, 0.11, 0.10, 0.08, 0.09, 0.08, 0.09, 0.09, 0.10, 0.10, 0.09, 0.10, 0.02, -0.53, -0.10, -0.10, -0.54, 0.00, 0.00, 0.11, 0.11, 0.11, 0.11],
  "lumo_energy_ev": 2.956,
  "total_energy_ha": -2110.7765,
  "total_charge": -1
}